[1]
The following is a quantum chemistry calculation of a structure of composition C22H27Br6F15O10, from OMol25.

```
! RIJCOSX wB97M-V def2-TZVPD def2/J DEFGRID3
* xyz 0 1
Br -14.63 1.65 -19.53
Br -9.65 -4.32 -19.71
Br -11.32 -1.79 -18.43
Br -15.73 -0.94 -21.17
Br -12.63 -3.45 -20.81
Br -12.46 -0.12 -21.27
F -17.90 3.22 -28.62
F -21.98 -1.29 -16.73
F -15.01 5.42 -17.76
F -16.15 -2.24 -15.41
F -13.62 4.58 -19.14
F -8.37 1.90 -22.76
F -14.21 3.46 -17.26
F -18.90 3.42 -26.75
F -17.56 4.82 -27.44
F -21.48 0.86 -16.29
F -9.69 0.44 -23.48
F -19.90 -0.62 -16.46
F -15.05 -0.83 -16.59
F -9.68 0.76 -21.49
F -16.88 -1.46 -17.35
O -14.98 -3.05 -18.65
O -8.04 -1.47 -22.18
O -16.59 2.05 -25.74
O -19.72 -0.39 -18.92
O -21.69 0.86 -18.90
O -6.40 0.23 -22.41
O -15.44 3.16 -27.43
O -14.86 -4.17 -16.70
O -13.06 6.30 -16.28
O -11.64 4.67 -17.09
C -20.92 0.09 -18.38
C -12.70 7.72 -14.44
C -12.70 5.23 -17.03
C -4.82 -0.35 -20.68
C -14.31 -5.42 -17.24
C -15.58 0.57 -24.08
C -14.11 -0.15 -20.15
C -18.25 1.26 -20.00
C -11.99 6.77 -15.44
C -15.86 -1.87 -16.65
C -16.49 2.84 -26.88
C -15.22 -3.10 -17.43
C -5.29 -0.57 -22.10
C -8.90 0.74 -22.55
C -21.14 -0.25 -16.92
C -13.93 4.67 -17.88
C -19.21 0.11 -20.19
C -17.75 3.55 -27.38
C -7.77 -0.30 -22.31
C -15.37 1.64 -25.26
C -10.98 -2.84 -20.05
C -12.79 -5.17 -17.56
H -3.90 -0.82 -20.34
H -5.58 -0.77 -20.03
H -14.01 -0.81 -19.29
H -12.43 -6.12 -17.95
H -5.55 -1.63 -22.07
H -20.11 0.41 -20.72
H -14.38 -6.22 -16.50
H -14.95 2.54 -24.81
H -11.33 6.15 -14.84
H -4.79 0.73 -20.53
H -17.52 1.06 -19.21
H -4.46 -0.32 -22.76
H -14.93 -5.74 -18.08
H -18.75 -0.74 -20.69
H -13.38 8.48 -14.81
H -12.26 -5.14 -16.60
H -11.39 7.26 -16.21
H -14.79 1.19 -26.06
H -15.75 1.09 -23.14
H -18.77 2.11 -19.57
H -13.25 7.14 -13.70
H -17.76 1.74 -20.84
H -12.54 -4.30 -18.17
H -10.49 -2.09 -20.66
H -11.88 8.28 -13.98
H -14.78 -0.17 -24.02
H -16.47 0.05 -24.44
*
```

Output
* E_tot: -18548.885779 hartree
* E_LUMO: -0.391 eV
* E_HOMO: -10.1 eV

---

[2]
The following is a quantum chemistry calculation of the molecule C5H5NO2, from OMol25.

```
! RIJCOSX wB97M-V def2-TZVPD def2/J DEFGRID3
* xyz 0 1
O -1.84 0.64 1.17
O 0.23 1.71 0.70
N -2.22 -0.87 1.15
C -0.53 -0.45 -0.37
C 1.31 0.96 -0.02
C 0.85 -0.31 -0.88
C -1.58 -1.35 0.08
C -0.72 0.68 0.37
H 1.93 0.52 0.96
H 1.62 -1.22 -0.81
H 0.88 0.30 -1.91
H -1.58 -2.47 0.10
H 1.67 1.86 -0.55
*
```

Output
* E_tot: -398.578435 hartree
* SMILES: c1noc2c1CCO2
* E_LUMO: 0.719 eV
* E_HOMO: -8.9 eV

---

[3]
The following is a quantum chemistry calculation of a structure of composition C18H23BF14IN3O3SSi, from OMol25.

```
! RIJCOSX wB97M-V def2-TZVPD def2/J DEFGRID3
* xyz 0 1
I 2.09 -3.16 2.17
S 1.86 -0.06 3.04
Si -3.95 -0.97 0.02
F -0.45 -3.57 -0.93
F 5.29 3.82 4.84
F 4.53 2.77 2.39
F 4.47 -2.56 -1.82
F 7.05 2.95 3.66
F 2.61 2.72 1.45
F 4.82 -0.46 -1.69
F 7.38 4.79 5.01
F 4.40 0.35 3.21
F 3.58 -1.26 -3.25
F 3.64 0.39 1.19
F -1.05 -1.61 -1.58
F 6.16 4.98 3.06
F 2.78 2.73 3.60
O 2.87 -1.20 -1.15
O 0.78 0.85 3.11
O 2.18 -0.85 4.18
N 0.89 0.46 0.29
N 0.87 -1.88 -0.33
N 1.61 -1.18 1.74
C 3.43 0.78 2.47
C -3.84 -0.48 -1.79
C -4.75 -2.64 0.23
C -4.14 -0.91 -4.18
C 1.13 -0.82 0.55
C -3.59 0.34 -4.48
C -4.26 -1.32 -2.84
C -3.17 1.19 -3.46
C -5.02 0.35 0.86
C -2.24 -0.89 0.83
C -0.51 -2.26 -0.52
C 1.70 -1.91 -1.53
C 0.48 0.91 -1.06
C -1.38 -2.17 0.71
C 0.44 2.44 -1.07
C 3.93 -1.37 -1.98
C 3.34 2.33 2.50
C -3.29 0.78 -2.12
B 6.48 4.15 4.15
H -5.78 -2.55 -0.11
H -4.47 -1.57 -4.97
H -3.51 0.64 -5.51
H -4.67 -2.28 -2.59
H -5.02 1.25 0.27
H -4.64 0.57 1.85
H 1.69 1.04 0.55
H -6.04 -0.04 0.93
H -2.75 2.16 -3.69
H -0.43 2.76 -0.50
H 1.19 0.59 -1.82
H -2.97 1.45 -1.34
H -0.79 -2.30 1.61
H -4.77 -2.93 1.28
H -0.52 0.56 -1.30
H 1.24 -1.43 -2.39
H 1.30 2.87 -0.57
H 0.31 2.81 -2.07
H -2.44 -0.75 1.89
H 1.94 -2.94 -1.76
H -2.03 -3.03 0.65
H -4.28 -3.42 -0.37
H -1.72 0.01 0.51
*
```

Output
* E_tot: -3498.186161 hartree
* E_LUMO: -3.015 eV
* E_HOMO: -9.5 eV

---

Strongest force on any atom per entry: 4.97; 6.17; 2.18 eV/Å